Record 1
DFT (wB97M-V/def2-TZVPD) results for C16H16Cl3F5OW as an isolated structure in a non-equilibrium geometry.

Properties
Lowest unoccupied orbital energy (spin up / spin down)   -2.9424 / -2.9437 eV
Gap between HOMO and LUMO (spin up / spin down)   0.197 / 0.197 Eh
E_HOMO (spin up / spin down)   -8.298 / -8.299 eV

Structure (ORCA input):
```
! RIJCOSX wB97M-V def2-TZVPD def2/J DEFGRID3
* xyz 0 1
C -0.674 -1.916 -0.633
C 0.693 -2.286 -0.826
C 1.363 -1.218 -1.496
C 1.231 -3.661 -0.612
C 0.409 -0.160 -1.737
C -0.873 -0.607 -1.233
C -2.170 0.013 -1.467
C -1.773 -2.806 -0.151
C 2.756 -1.265 -2.020
C 0.604 1.062 -2.564
W 0.498 -0.399 0.413
Cl 2.625 -1.740 1.568
Cl -0.508 -1.236 2.364
Cl 2.283 1.194 0.202
H 0.781 -4.119 0.273
H 2.312 -3.640 -0.466
H 1.009 -4.304 -1.475
H 3.436 -1.655 -1.258
H 3.103 -0.271 -2.314
H 2.818 -1.922 -2.898
H 1.654 1.357 -2.582
H 0.023 1.887 -2.144
H 0.262 0.894 -3.592
H -2.149 0.882 -2.124
H -2.484 0.513 -0.149
H -2.976 -0.710 -1.628
H -1.428 -3.437 0.674
H -2.123 -3.462 -0.961
H -2.618 -2.199 0.196
O -2.304 0.558 0.885
H -3.094 1.006 1.246
F 1.505 1.012 3.331
C 0.611 1.860 2.800
C 0.109 1.670 1.518
C -0.599 2.731 0.977
F -0.878 2.812 -0.350
C -1.038 3.811 1.750
F -1.860 4.733 1.217
C -0.602 3.935 3.065
F -0.984 4.984 3.815
C 0.263 2.972 3.578
F 0.784 3.129 4.808
*
```


Record 2
DFT (wB97M-V/def2-TZVPD) results for C16H16Cl5CuO5PS as an isolated structure.

Properties
Lowest unoccupied orbital energy (spin up / spin down)   0.1936 / -0.9106 eV
Gap between HOMO and LUMO (spin up / spin down)   0.297 / 0.256 Eh
E_HOMO (spin up / spin down)   -7.891 / -7.864 eV

Structure (ORCA input):
```
! RIJCOSX wB97M-V def2-TZVPD def2/J DEFGRID3
* xyz 0 2
Cu -0.979 -0.327 0.138
Cl -6.161 -3.989 3.387
C -5.120 -2.830 2.652
C -4.030 -3.241 1.896
Cl -3.710 -4.920 1.687
C -3.198 -2.299 1.306
Cl -1.837 -2.829 0.360
C -3.407 -0.913 1.434
O -2.669 -0.005 0.879
C -4.525 -0.529 2.210
Cl -4.812 1.158 2.389
C -5.359 -1.462 2.802
Cl -6.706 -0.935 3.734
C 0.666 0.542 -3.371
P -0.820 -0.390 -2.995
C -0.366 -2.125 -2.962
C -1.953 -0.162 -4.367
O -1.486 0.073 -1.720
H 1.106 0.213 -4.313
H 1.376 0.394 -2.557
H 0.411 1.599 -3.437
H 0.060 -2.424 -3.921
H -1.255 -2.722 -2.757
H 0.366 -2.284 -2.171
H -1.499 -0.471 -5.308
H -2.231 0.890 -4.424
H -2.852 -0.751 -4.184
C 5.312 3.951 1.547
C 4.338 2.813 1.417
C 2.965 3.045 1.412
C 2.065 1.996 1.322
C 2.547 0.698 1.234
C 3.909 0.440 1.244
C 4.795 1.500 1.331
S 1.421 -0.643 1.069
O 2.084 -1.844 1.463
O 0.185 -0.279 1.819
O 0.955 -0.630 -0.366
H 4.846 4.902 1.293
H 6.175 3.805 0.897
H 5.682 4.023 2.572
H 2.594 4.060 1.487
H 0.999 2.179 1.339
H 4.258 -0.582 1.194
H 5.860 1.305 1.340
*
```


Record 3
DFT (wB97M-V/def2-TZVPD) results for one molecule with the formula C16H16ClNO3S in a non-equilibrium geometry.

Properties
SMILES   COC(=O)[C@H](c1ccccc1Cl)N1CC[C@H]2SC(=O)C=C2C1
Lowest unoccupied orbital energy   0.1801 eV
Gap between HOMO and LUMO   0.322 Eh
E_HOMO   -8.596 eV

Structure (ORCA input):
```
! RIJCOSX wB97M-V def2-TZVPD def2/J DEFGRID3
* xyz 0 1
O 0.422 -6.172 0.368
O -2.107 0.994 2.320
Cl 0.815 4.104 1.422
O -2.418 1.486 0.132
S 1.737 -4.276 -0.655
C 0.433 -4.966 0.161
C -1.703 1.242 1.150
C -0.354 -4.033 0.903
C -0.015 -2.737 0.574
C 1.011 3.189 -2.541
C 0.634 1.887 -2.634
C 1.068 3.853 -1.308
C 0.236 1.164 -1.505
C 0.671 3.173 -0.127
C 0.266 1.787 -0.167
N 0.305 -0.373 0.732
C -3.773 1.811 0.405
C -0.623 -1.491 1.096
C 1.747 -0.657 0.870
C 2.200 -1.774 -0.066
C -0.172 1.090 0.930
C 1.059 -2.623 -0.516
H -1.070 -4.253 1.672
H 1.538 3.643 -3.407
H 0.638 1.325 -3.427
H 1.484 4.809 -1.266
H -0.047 0.171 -1.671
H -4.268 1.407 1.296
H -3.798 2.941 0.404
H -4.432 1.506 -0.390
H -1.600 -1.338 0.544
H -0.772 -1.552 2.119
H 1.865 -1.046 1.867
H 2.400 0.181 0.697
H 2.641 -1.294 -0.932
H 2.920 -2.415 0.521
H 0.356 1.392 1.842
H 0.707 -2.153 -1.413
*
```


Record 4
DFT (wB97M-V/def2-TZVPD) results for C16H16IrN2O3S as an isolated structure in a non-equilibrium geometry.

Properties
Lowest unoccupied orbital energy (spin up / spin down)   -5.9834 / -5.8785 eV
Gap between HOMO and LUMO (spin up / spin down)   0.186 / 0.191 Eh
E_HOMO (spin up / spin down)   -11.042 / -11.070 eV

Structure (ORCA input):
```
! RIJCOSX wB97M-V def2-TZVPD def2/J DEFGRID3
* xyz 1 1
Ir -0.082 -0.573 -0.151
O 4.420 -1.313 0.447
C 4.726 -0.002 0.478
C 6.075 0.336 0.534
C 6.455 1.659 0.579
C 5.500 2.681 0.567
C 4.168 2.358 0.509
C 3.752 1.014 0.460
C 2.331 0.713 0.396
O 1.916 -0.514 0.233
N 1.453 1.687 0.538
N 0.184 1.262 0.378
C -0.756 2.099 0.824
C -2.129 1.927 0.712
C -2.990 2.954 1.202
C -4.337 2.827 1.123
C -4.911 1.660 0.533
C -4.132 0.656 0.054
C -2.718 0.749 0.137
O -2.008 -0.214 -0.311
H 3.455 -1.378 0.383
H 6.803 -0.464 0.540
H 7.507 1.908 0.619
H 5.810 3.715 0.606
H 3.412 3.128 0.484
H -0.386 2.992 1.316
H -2.550 3.845 1.631
H -4.979 3.615 1.491
H -5.988 1.578 0.467
H -4.553 -0.224 -0.413
C 1.329 -3.559 0.111
S -0.053 -2.676 0.863
C -1.445 -3.479 0.028
H 1.425 -4.527 0.598
H 2.228 -2.981 0.286
H 1.166 -3.685 -0.956
H -1.223 -3.618 -1.028
H -2.310 -2.831 0.147
H -1.637 -4.439 0.502
*
```


What did the third record say?
DFT (wB97M-V/def2-TZVPD) results for one molecule with the formula C16H16ClNO3S in a non-equilibrium geometry.

Properties
SMILES   COC(=O)[C@H](c1ccccc1Cl)N1CC[C@H]2SC(=O)C=C2C1
Lowest unoccupied orbital energy   0.1801 eV
Gap between HOMO and LUMO   0.322 Eh
E_HOMO   -8.596 eV

Structure (ORCA input):
```
! RIJCOSX wB97M-V def2-TZVPD def2/J DEFGRID3
* xyz 0 1
O 0.422 -6.172 0.368
O -2.107 0.994 2.320
Cl 0.815 4.104 1.422
O -2.418 1.486 0.132
S 1.737 -4.276 -0.655
C 0.433 -4.966 0.161
C -1.703 1.242 1.150
C -0.354 -4.033 0.903
C -0.015 -2.737 0.574
C 1.011 3.189 -2.541
C 0.634 1.887 -2.634
C 1.068 3.853 -1.308
C 0.236 1.164 -1.505
C 0.671 3.173 -0.127
C 0.266 1.787 -0.167
N 0.305 -0.373 0.732
C -3.773 1.811 0.405
C -0.623 -1.491 1.096
C 1.747 -0.657 0.870
C 2.200 -1.774 -0.066
C -0.172 1.090 0.930
C 1.059 -2.623 -0.516
H -1.070 -4.253 1.672
H 1.538 3.643 -3.407
H 0.638 1.325 -3.427
H 1.484 4.809 -1.266
H -0.047 0.171 -1.671
H -4.268 1.407 1.296
H -3.798 2.941 0.404
H -4.432 1.506 -0.390
H -1.600 -1.338 0.544
H -0.772 -1.552 2.119
H 1.865 -1.046 1.867
H 2.400 0.181 0.697
H 2.641 -1.294 -0.932
H 2.920 -2.415 0.521
H 0.356 1.392 1.842
H 0.707 -2.153 -1.413
*
```